{
  "formula": "C6H7NO2",
  "method": "ωB97M-V/def2-TZVPD",
  "symbols": ["C", "C", "C", "C", "C", "O", "C", "N", "H", "H", "H", "H", "H", "O", "H", "H"],
  "xyz": [[-2.48163, 0.20707, -2.65455], [-1.79086, 0.33925, -1.66903], [-1.07171, 0.38892, -0.39350], [-0.26580, -0.88441, -0.13051], [0.41179, -0.88772, 1.20685], [0.21513, -0.06133, 2.06677], [1.75104, -1.56704, 1.25635], [2.87353, -1.78845, 1.03043], [-3.13898, -0.10559, -3.44724], [-1.80391, 0.55128, 0.41131], [-0.38902, 1.25142, -0.39946], [0.48084, -1.02129, -0.93028], [-0.86982, -1.80441, -0.17541], [2.20946, 2.00309, 1.50395], [1.33494, 1.66296, 1.73954], [2.53499, 1.71624, 0.58479]],
  "atomic_forces_ev_per_a": [[0.476, -0.392, 0.874], [-0.878, -0.404, -0.849], [-0.112, 0.349, 0.190], [-0.244, -0.924, -0.443], [1.712, 1.935, -0.003], [-0.735, -0.857, -0.020], [1.406, -0.542, -0.809], [-2.006, 0.149, 0.623], [0.358, 0.454, 0.168], [0.274, 0.014, -0.194], [-0.162, -0.188, 0.151], [-0.042, 0.009, 0.434], [-0.156, 0.283, -0.131], [1.062, -0.102, -1.644], [0.379, -0.187, -0.616], [-1.332, 0.403, 2.269]],
  "largest_force_ha_per_bohr": 0.0518,
  "total_charge": 0,
  "orbital_gap_ev": 9.9,
  "homo_energy_ev": -10.6
}

{
  "formula": "C2H6N2O",
  "method": "ωB97M-V/def2-TZVPD",
  "symbols": ["C", "O", "C", "N", "N", "H", "H", "H", "H", "H", "H"],
  "xyz": [[-1.83675, -0.14153, -0.06567], [-0.41482, -0.27829, 0.09628], [0.37754, 0.87796, -0.01091], [1.71552, 0.72565, -0.00849], [2.11129, -0.61592, -0.14763], [-2.21719, 0.19199, 0.88224], [-2.21279, -1.21207, -0.36378], [-2.09343, 0.64043, -0.79856], [0.04279, 1.92433, -0.04215], [3.06716, -0.76718, 0.31714], [1.46068, -1.34538, 0.14153]],
  "atomic_forces_ev_per_a": [[0.261, -1.301, -0.624], [0.522, 1.791, -0.747], [3.954, -1.564, 0.452], [-4.329, -0.789, -0.345], [2.296, 0.073, 1.133], [-0.610, -0.182, 0.488], [0.511, 2.317, 0.563], [0.106, -0.588, -0.088], [-0.540, -0.822, 0.121], [-2.123, 0.519, -1.042], [-0.049, 0.546, 0.088]],
  "largest_force_ha_per_bohr": 0.0858,
  "total_charge": 0,
  "orbital_gap_ev": 9.2,
  "homo_energy_ev": -8.3
}

{
  "formula": "C3H7N3OS",
  "method": "ωB97M-V/def2-TZVPD",
  "symbols": ["N", "N", "C", "N", "S", "C", "C", "O", "H", "H", "H", "H", "H", "H", "H"],
  "xyz": [[2.63523, -0.63296, -0.19782], [1.90079, 0.55328, 0.14925], [0.69444, 0.32664, 0.37039], [0.33614, -1.08910, 0.23217], [-1.41419, -1.26591, -0.35281], [-1.70039, 0.22157, 0.65153], [-0.41516, 1.29907, 0.36938], [-0.70173, 1.92429, -0.74491], [2.78657, -1.09920, 0.72660], [3.56132, -0.13385, -0.57899], [1.12187, -1.51217, -0.36087], [-1.80536, -0.08450, 1.63012], [-2.77787, 0.48340, 0.29282], [-0.48669, 2.04591, 1.19314], [0.26269, 2.25829, -0.93158]],
  "atomic_forces_ev_per_a": [[3.027, 2.459, -0.090], [1.543, 1.556, -0.184], [-0.935, -4.188, -1.647], [-1.050, 0.758, -0.418], [2.656, 0.966, 1.059], [-1.164, 1.264, -3.284], [-4.571, -2.991, 5.341], [3.639, 2.491, -4.115], [0.519, 0.270, -1.103], [-2.257, -2.186, 1.482], [-1.672, 0.478, 0.570], [0.233, -0.427, 2.306], [2.026, 0.579, 0.624], [0.695, -0.844, 0.195], [-2.689, -0.186, -0.735]],
  "largest_force_ha_per_bohr": 0.1486,
  "total_charge": 0,
  "orbital_gap_ev": 8.9,
  "homo_energy_ev": -8.2
}

{
  "formula": "C24H24ErN3O3S",
  "method": "ωB97M-V/def2-TZVPD",
  "symbols": ["Er", "C", "O", "C", "O", "H", "H", "H", "O", "S", "C", "C", "C", "C", "C", "C", "C", "C", "C", "C", "C", "C", "H", "H", "H", "H", "H", "H", "H", "H", "H", "H", "C", "N", "C", "C", "N", "H", "H", "H", "H", "H", "H", "N", "C", "C", "C", "C", "C", "C", "C", "H", "H", "H", "H", "H"],
  "xyz": [[0.39676, 0.24886, -0.11159], [4.85848, 0.18923, 0.34540], [3.69147, 0.10763, 1.20378], [2.49548, 0.07871, 0.72919], [2.29490, 0.19926, -0.54368], [5.21236, 1.21759, 0.35724], [4.62615, -0.11856, -0.66828], [5.60999, -0.45919, 0.78247], [-0.27158, 2.14116, 0.71966], [-1.12361, 2.95040, -0.26521], [-0.64734, 4.65836, -0.07495], [-1.63773, 5.59682, -0.33180], [-1.33365, 6.94356, -0.21250], [-0.05541, 7.33428, 0.16004], [0.92246, 6.38184, 0.42600], [0.62770, 5.03385, 0.32328], [-0.27222, 2.56711, -1.83223], [1.12523, 2.51344, -1.85833], [1.77519, 2.34231, -3.07315], [1.04026, 2.21277, -4.24399], [-0.34741, 2.26451, -4.20884], [-1.00955, 2.44771, -3.00464], [-2.63376, 5.27739, -0.61572], [-2.09872, 7.68498, -0.39633], [0.17824, 8.38480, 0.26589], [1.91605, 6.68753, 0.72383], [1.36279, 4.28748, 0.59256], [1.70122, 2.72389, -0.96755], [2.85630, 2.35355, -3.10104], [1.55571, 2.09881, -5.18794], [-0.91561, 2.18702, -5.12583], [-2.08893, 2.54073, -2.98207], [-1.09445, -5.31288, -0.55991], [0.01648, -4.52686, -0.01926], [1.03659, -5.25038, 0.75226], [0.05046, -3.24148, -0.09692], [0.10732, -2.08153, -0.17000], [-0.69520, -6.11582, -1.17782], [-1.74596, -4.68932, -1.16561], [-1.66940, -5.75316, 0.25532], [1.46264, -6.03841, 0.13307], [0.58024, -5.70082, 1.63381], [1.82561, -4.56996, 1.06002], [-1.94207, 0.05799, -0.46821], [-3.08857, 0.04506, -0.34925], [-4.49227, 0.03116, -0.21670], [-5.28745, -0.14682, -1.35834], [-6.66106, -0.16450, -1.22616], [-7.24302, -0.00702, 0.02660], [-6.45405, 0.16223, 1.15836], [-5.07834, 0.18424, 1.04764], [-4.82200, -0.27037, -2.32722], [-7.27972, -0.30714, -2.10124], [-8.32054, -0.01679, 0.12091], [-6.91321, 0.27248, 2.13089], [-4.45477, 0.31711, 1.92172]],
  "atomic_forces_ev_per_a": [[-3.195, -0.867, 0.771], [0.207, 0.110, -0.209], [-0.379, -0.286, 0.026], [0.330, 0.270, 0.189], [4.168, -0.161, -0.867], [-0.043, -0.008, 0.018], [-0.062, -0.034, 0.002], [-0.059, -0.011, 0.068], [0.029, 0.323, 0.443], [0.287, 0.917, -0.802], [-0.168, -0.153, 0.163], [-0.100, -0.170, -0.068], [0.031, 0.085, -0.007], [-0.042, -0.043, -0.005], [0.031, -0.052, 0.020], [0.058, -0.115, 0.066], [-0.102, 0.186, 0.169], [-0.250, 0.371, -0.068], [-0.012, -0.056, 0.025], [0.055, 0.011, 0.058], [-0.026, 0.005, -0.023], [-0.181, 0.007, 0.074], [-0.009, 0.041, 0.022], [0.006, -0.002, -0.014], [-0.003, 0.005, -0.032], [-0.024, 0.024, 0.044], [0.036, 0.012, -0.019], [0.032, -0.089, 0.050], [-0.003, -0.077, -0.014], [-0.026, -0.014, -0.012], [-0.003, -0.013, 0.006], [-0.002, -0.081, 0.015], [-0.207, -0.115, -0.043], [0.081, -0.175, 0.057], [0.105, -0.090, 0.083], [0.010, 0.150, -0.035], [0.019, -0.070, 0.088], [0.043, 0.053, -0.021], [0.040, 0.051, 0.012], [0.014, 0.051, 0.013], [-0.009, 0.048, -0.043], [-0.015, 0.049, -0.006], [-0.020, 0.020, -0.011], [-0.668, -0.054, -0.115], [0.471, -0.031, -0.083], [-0.741, -0.034, 0.029], [0.197, 0.013, 0.073], [-0.050, -0.010, -0.025], [0.041, -0.005, -0.013], [-0.052, 0.002, 0.036], [0.207, 0.005, -0.091], [-0.016, -0.009, -0.005], [-0.014, 0.021, 0.012], [0.002, -0.018, 0.006], [-0.009, 0.019, -0.012], [-0.010, -0.005, 0.007]],
  "largest_force_ha_per_bohr": 0.0828,
  "s_squared": 3.753,
  "total_charge": 2,
  "orbital_gap_ev": [9.1, 9.1],
  "spin_multiplicity": 4,
  "homo_energy_ev": [-14.6, -14.6]
}